(1)
Computed, not measured: a cluster of 2 separate species, C4H12N2O2 in total, with ωB97M-V/def2-TZVPD.

The geometry in ORCA input format:
```
! wB97M-V def2-TZVPD RIJCOSX def2/J DEFGRID3
* xyz 0 1
C 2.25 -0.76 -0.20
N 0.93 -0.44 0.31
C 0.80 0.76 1.14
C -0.11 -0.99 -0.36
O 0.07 -1.61 -1.41
C -1.54 -1.06 0.20
N -2.10 0.17 0.77
H 2.46 -0.28 -1.16
H 2.33 -1.83 -0.29
H 2.98 -0.45 0.54
H -0.19 0.83 1.56
H 1.50 0.63 1.97
H 1.08 1.64 0.55
H -1.51 -1.76 1.04
H -2.12 -1.54 -0.58
H -2.16 0.90 0.08
H -3.04 -0.01 1.12
O -0.47 2.18 -1.49
H -1.24 2.20 -2.06
H 0.08 1.42 -1.73
*
```

energy relative to the best compared isomer or geometry (same formula, charge and spin) = 1.530 eV
structure (SMILES) = CN(C)C(=O)CN.O
calculated total energy = -419.592268 hartree

Löwdin population analysis, charges in e, atoms 1 to 2: atom 1 (C): -0.05, atom 2 (N): -0.15

***

(2)
Computed, not measured: the molecule C4H4IN, with ωB97M-V/def2-TZVPD.

The geometry in ORCA input format:
```
! wB97M-V def2-TZVPD RIJCOSX def2/J DEFGRID3
* xyz 0 1
C -1.59 -0.94 -0.12
C -1.24 0.32 -0.07
N -0.78 1.43 0.05
C 0.64 1.21 -0.13
C 1.19 0.08 0.30
I 3.20 -0.37 -0.04
H -1.33 -1.56 0.73
H -2.15 -1.39 -0.97
H 1.23 2.00 -0.64
H 0.83 -0.77 0.90
*
```

energy relative to the best compared isomer or geometry (same formula, charge and spin) = 2.540 eV
structure (SMILES) = C=C=N/C=C/I
calculated total energy = -507.159577 hartree

Löwdin population analysis, charges in e, atoms 1 to 2: atom 1 (C): 0.01, atom 2 (C): -0.26

***

(3)
Computed, not measured: a cluster of 3 separate species, C41H60ClF3N2O5Si in total, with ωB97M-V/def2-TZVPD.

The geometry in ORCA input format:
```
! wB97M-V def2-TZVPD RIJCOSX def2/J DEFGRID3
* xyz 0 1
C -4.45 4.17 -6.49
C -3.08 4.08 -6.83
C -2.11 2.86 -6.37
C -2.80 1.89 -5.30
C -2.69 2.47 -3.83
C -3.29 1.65 -2.68
C -3.97 0.25 -2.97
C -4.06 -0.37 -4.41
C -4.70 -1.80 -4.65
F -4.82 -2.61 -3.47
F -6.04 -1.75 -5.16
F -3.86 -2.66 -5.46
C -3.49 0.51 -5.62
Si -3.58 0.00 -7.47
C -1.85 -0.78 -7.90
C -3.93 1.48 -8.68
C -4.94 -1.26 -7.94
C -4.54 -0.41 -1.64
O -5.68 -0.88 -1.45
C -3.54 -0.36 -0.36
C -3.24 -1.56 0.56
O -3.83 -2.83 0.30
C -2.24 -1.31 1.75
C -1.91 -2.59 2.68
C -2.76 -2.64 4.03
O -3.14 -1.55 4.51
Cl -3.17 -4.27 4.75
C -1.59 0.07 2.06
C -0.59 0.22 3.32
C 0.93 0.17 2.73
O 1.51 -1.16 2.77
C 1.58 -1.77 1.46
C 3.01 -2.59 1.43
C -1.89 1.27 1.13
C -1.30 2.74 1.30
C -0.28 3.32 0.49
C -2.85 1.04 -0.09
C -3.19 2.21 -1.16
O -3.39 3.41 -0.86
H -5.03 3.32 -6.01
H -4.96 5.18 -6.71
H -2.57 4.88 -7.48
H -1.23 3.40 -5.84
H -1.62 2.33 -7.26
H -2.17 3.46 -3.59
H -1.15 -0.76 -6.98
H -1.38 -0.25 -8.81
H -2.00 -1.88 -8.21
H -4.30 1.01 -9.67
H -2.97 2.03 -8.94
H -4.78 2.16 -8.31
H -4.68 -2.36 -7.79
H -5.94 -0.94 -7.48
H -5.09 -1.15 -9.09
H -4.44 -3.10 1.02
H -2.03 -3.53 2.01
H -0.76 -2.52 2.87
H -0.72 1.28 3.73
H -0.79 -0.58 4.10
H 1.56 0.82 3.45
H 0.99 0.69 1.71
H 0.76 -2.56 1.29
H 1.57 -1.05 0.58
H 3.53 -2.61 2.45
H 3.69 -2.00 0.72
H 2.88 -3.65 0.99
H -1.75 3.43 2.11
H -0.28 4.43 0.20
H 0.53 2.60 0.10
C 4.11 0.95 -0.23
C 4.35 2.40 -0.66
N 4.59 3.31 0.46
C 4.53 4.72 0.08
C 5.58 5.23 -0.90
C 5.68 2.95 1.36
C 7.07 2.79 0.76
H 3.30 0.88 0.49
H 3.84 0.35 -1.10
H 5.01 0.50 0.21
H 3.45 2.72 -1.19
H 5.18 2.42 -1.39
H 4.55 5.34 0.98
H 3.54 4.90 -0.37
H 6.56 5.35 -0.42
H 5.29 6.22 -1.27
H 5.70 4.58 -1.77
H 5.41 2.01 1.86
H 5.73 3.68 2.18
H 7.07 2.21 -0.16
H 7.71 2.25 1.47
H 7.55 3.75 0.57
C 1.53 -3.42 9.28
C 0.93 -3.92 7.97
N 1.12 -3.00 6.86
C 0.31 -3.33 5.69
C 0.61 -4.65 4.98
C 2.50 -2.60 6.57
C 3.51 -3.71 6.26
H 1.15 -2.43 9.54
H 1.26 -4.11 10.09
H 2.62 -3.38 9.25
H -0.14 -4.05 8.14
H 1.34 -4.92 7.75
H 0.38 -2.52 4.96
H -0.74 -3.34 6.00
H 1.53 -4.60 4.39
H -0.20 -4.88 4.28
H 0.68 -5.49 5.67
H 2.88 -2.03 7.42
H 2.51 -1.88 5.74
H 3.43 -4.56 6.95
H 4.52 -3.32 6.35
H 3.40 -4.09 5.24
*
```

structure (SMILES) = C=CCc1cc2c(c(C(F)(F)F)c1[Si](C)(C)C)C(=O)c1c(O)c(CC(=O)Cl)c(CCOCC)c(C=C)c1C2=O.CCN(CC)CC.CCN(CC)CC
calculated total energy = -3132.748077 hartree

Löwdin population analysis, charges in e, atoms 1 to 2: atom 1 (C): -0.03, atom 2 (C): -0.16

***

(4)
Computed, not measured: a structure of composition C2H2MnO2, with ωB97M-V/def2-TZVPD.

The geometry in ORCA input format:
```
! wB97M-V def2-TZVPD RIJCOSX def2/J DEFGRID3
* xyz 0 6
C 0.53 -0.73 -0.44
C -0.44 -1.17 0.25
O -1.35 0.69 1.08
Mn -0.26 1.94 0.38
H -0.88 -2.12 0.55
O 0.87 0.62 -0.56
H 1.53 0.78 -1.25
*
```

energy relative to the best compared isomer or geometry (same formula, charge and spin) = 2.971 eV
expectation value of S² = 8.777
calculated total energy = -1378.635334 hartree

Löwdin population analysis, charges in e, atoms 1 to 2: atom 1 (C): -0.25, atom 2 (C): 0.06

***

(5)
Computed, not measured: the molecule C16H13N5OS3, with ωB97M-V/def2-TZVPD.

The geometry in ORCA input format:
```
! wB97M-V def2-TZVPD RIJCOSX def2/J DEFGRID3
* xyz 0 1
C 2.13 0.54 0.51
C 3.25 -0.44 0.40
C 4.42 -0.26 1.12
C 5.50 -1.11 0.99
C 5.43 -2.18 0.11
C 4.27 -2.39 -0.62
C 3.18 -1.54 -0.46
N 2.03 -1.80 -1.24
C 0.78 -1.92 -0.76
N 0.41 -1.81 0.47
N -0.90 -1.94 0.65
C -1.57 -2.15 -0.42
S -3.29 -2.34 -0.50
C -3.74 -1.28 0.93
C -3.66 0.15 0.50
C -4.77 0.94 0.37
C -4.68 2.30 -0.06
O -5.57 3.10 -0.21
N -3.33 2.68 -0.34
C -2.95 3.93 -0.78
C -1.63 4.03 -0.98
S -0.79 2.55 -0.61
C -2.30 1.81 -0.19
N -2.42 0.59 0.22
S -0.57 -2.23 -1.88
H 1.33 0.13 1.13
H 2.48 1.47 0.97
H 1.71 0.77 -0.46
H 4.49 0.59 1.79
H 6.40 -0.94 1.56
H 6.27 -2.84 -0.02
H 4.20 -3.22 -1.30
H 2.20 -2.24 -2.14
H -4.75 -1.57 1.22
H -3.01 -1.50 1.71
H -5.76 0.56 0.59
H -3.71 4.67 -0.93
H -1.08 4.88 -1.32
*
```

energy relative to the best compared isomer or geometry (same formula, charge and spin) = 0.101 eV
structure (SMILES) = Cc1ccccc1Nc1nnc(SCc2cc(=O)n3ccsc3n2)s1
calculated total energy = -2161.100660 hartree

Löwdin population analysis, charges in e, atoms 1 to 2: atom 1 (C): -0.07, atom 2 (C): -0.20

***

(6)
Computed, not measured: a cluster of 6 separate species, C32H25IN4O11P in total, with ωB97M-V/def2-TZVPD.

The geometry in ORCA input format:
```
! wB97M-V def2-TZVPD RIJCOSX def2/J DEFGRID3
* xyz 1 1
N 0.15 3.00 -0.49
C 1.34 2.40 -0.29
N 1.70 1.12 -0.41
C 2.98 1.10 -0.06
N 3.46 2.31 0.27
P 5.15 2.78 0.79
O 5.18 2.08 2.24
I 4.81 5.11 1.40
N 2.40 3.14 0.12
H -0.18 3.60 0.24
H -0.39 2.93 -1.33
H 3.57 0.21 -0.05
H 4.61 1.29 2.26
H 2.40 4.13 0.29
C 2.72 -1.83 4.40
C 2.14 -1.84 5.60
C 1.54 -0.61 6.18
O 1.01 -0.62 7.26
C 1.60 0.63 5.36
C 2.19 0.63 4.17
C 2.78 -0.59 3.61
O 3.30 -0.57 2.50
H 3.17 -2.71 3.96
H 2.08 -2.74 6.21
H 1.14 1.52 5.79
H 2.24 1.52 3.55
C -0.89 0.10 1.35
C -1.72 -0.75 0.76
C -3.02 -1.13 1.38
O -3.77 -1.91 0.84
C -3.35 -0.52 2.69
C -2.52 0.33 3.29
C -1.24 0.71 2.66
O -0.48 1.49 3.21
H 0.06 0.38 0.91
H -1.50 -1.21 -0.20
H -4.30 -0.81 3.13
H -2.74 0.78 4.25
C 2.44 -0.17 -4.45
C 1.52 0.44 -3.73
C 0.94 1.73 -4.14
O 0.08 2.25 -3.44
C 1.42 2.35 -5.39
C 2.36 1.74 -6.12
C 2.94 0.44 -5.71
O 3.79 -0.11 -6.38
H 2.88 -1.12 -4.17
H 1.12 0.03 -2.80
H 0.98 3.29 -5.67
H 2.73 2.17 -7.04
C -1.62 -0.94 -9.42
C -1.50 0.17 -8.71
C -0.17 0.80 -8.50
O -0.06 1.82 -7.84
C 1.01 0.14 -9.11
C 0.88 -0.98 -9.82
C -0.44 -1.61 -10.04
O -0.56 -2.62 -10.68
H -2.58 -1.42 -9.59
H -2.34 0.67 -8.26
H 1.97 0.61 -8.94
H 1.73 -1.48 -10.27
C -5.06 -1.64 7.64
C -5.48 -2.81 8.11
C -5.22 -4.07 7.37
O -5.60 -5.14 7.79
C -4.46 -3.97 6.09
C -4.04 -2.80 5.63
C -4.31 -1.54 6.36
O -3.93 -0.46 5.95
H -5.24 -0.71 8.16
H -6.03 -2.90 9.04
H -4.28 -4.90 5.57
H -3.49 -2.71 4.70
*
```

energy relative to the best compared isomer or geometry (same formula, charge and spin) = 0.000 eV
calculated total energy = -2919.763964 hartree

Löwdin population analysis, charges in e, atoms 1 to 2: atom 1 (N): 0.20, atom 2 (C): -0.38

***

Max |F| across the listed records, respectively: 1.059, 2.427, 5.633, 2.853, 1.853, 1.267 eV Å⁻¹.